Molecular formula: C11H18F2O7SSi2
Method: DFT, the ωB97M-V functional and the def2-TZVPD basis

**Gap between HOMO and LUMO**: 9.89 eV

CARTESIAN COORDINATES (ANGSTROEM)
C  2.306  2.534  -2.168
C  1.991  1.557  -2.796
C  1.629  0.217  -3.280
C  0.310  -0.226  -2.597
C  -0.930  0.260  -3.370
Si  -2.503  -0.302  -2.504
S  -2.215  -0.553  -0.375
O  -3.776  0.737  -2.716
Si  -3.707  2.229  -1.958
H  2.298  3.489  -1.695
H  2.424  -0.489  -3.035
H  1.516  0.264  -4.365
H  0.294  -1.295  -2.385
H  0.288  0.304  -1.644
H  -0.957  -0.186  -4.370
H  -0.868  1.345  -3.484
H  -2.835  -1.645  -3.018
H  -2.096  -1.877  -0.198
H  -2.397  2.454  -1.315
H  -4.012  3.254  -2.973
H  -4.771  2.296  -0.937
C  0.807  1.158  1.516
C  0.656  1.817  2.864
O  0.982  3.167  2.588
C  0.653  3.397  1.282
O  0.556  4.475  0.795
O  0.450  2.234  0.630
F  1.538  1.324  3.774
H  1.832  0.854  1.320
H  0.149  0.317  1.380
H  -0.350  1.768  3.285
C  0.261  -3.957  3.493
C  1.755  -3.886  3.715
O  2.197  -3.183  2.566
C  1.175  -2.383  2.166
O  1.280  -1.476  1.407
O  0.015  -2.750  2.762
F  2.323  -5.113  3.734
H  -0.014  -4.817  2.882
H  -0.310  -3.975  4.417
H  2.056  -3.339  4.610

How is the electron density shared among the atoms? According to Mulliken, the charges in e are:
1. C -0.029
2. C -0.570
3. C -0.637
4. C -0.166
5. C -0.674
6. Si 0.356
7. S -0.324
8. O -0.169
9. Si 0.513
10. H 0.449
11. H 0.356
12. H 0.294
13. H 0.393
14. H -0.059
15. H 0.351
16. H 0.422
17. H -0.200
18. H 0.110
19. H -0.128
20. H -0.148
21. H -0.145
22. C 0.011
23. C 0.463
24. O -0.345
25. C 0.522
26. O -0.526
27. O -0.197
28. F -0.305
29. H 0.210
30. H -0.099
31. H 0.310
32. C -0.403
33. C 0.290
34. O -0.313
35. C 0.631
36. O -0.508
37. O -0.289
38. F -0.285
39. H 0.294
40. H 0.260
41. H 0.285

---

Molecular formula: C11H18IP
Method: DFT, the ωB97M-V functional and the def2-TZVPD basis

**Gap between HOMO and LUMO**: 8.20 eV
**SMILES**: Cc1ccc(C[PH3]CCCI)cc1

CARTESIAN COORDINATES (ANGSTROEM)
C  -4.630  -1.676  0.858
C  -3.012  -1.379  1.151
C  -2.011  -2.424  1.939
C  -0.413  -2.024  2.218
C  0.120  -0.537  1.670
C  1.690  -0.016  1.862
P  2.410  0.442  0.132
C  3.021  0.745  -1.686
C  1.801  0.877  -2.772
C  0.875  2.221  -2.626
I  1.905  3.989  -1.853
C  -0.903  0.526  0.890
C  -2.470  0.100  0.617
H  -5.041  -2.524  1.557
H  -5.183  -0.678  1.207
H  -4.834  -1.842  -0.285
H  -2.402  -3.480  2.330
H  0.349  -2.733  2.761
H  1.664  0.970  2.524
H  2.355  -0.800  2.428
H  3.794  0.361  0.619
H  1.758  -0.773  -0.370
H  1.701  1.695  0.182
H  3.608  -0.255  -1.970
H  3.832  1.603  -1.751
H  1.072  -0.051  -2.586
H  2.230  0.701  -3.871
H  -0.128  2.022  -2.018
H  0.517  2.498  -3.731
H  -0.490  1.579  0.507
H  -3.185  0.862  0.068

How is the electron density shared among the atoms? According to Mulliken, the charges in e are:
1. C -0.899
2. C 0.498
3. C -0.455
4. C -0.523
5. C 0.304
6. C -0.790
7. P 0.344
8. C -0.983
9. C -0.341
10. C -0.768
11. I 0.013
12. C -0.192
13. C -0.570
14. H 0.295
15. H 0.263
16. H 0.247
17. H 0.224
18. H 0.253
19. H 0.322
20. H 0.389
21. H 0.021
22. H -0.016
23. H -0.098
24. H 0.358
25. H 0.412
26. H 0.211
27. H 0.285
28. H 0.276
29. H 0.395
30. H 0.291
31. H 0.234

---

Molecular formula: C11H18N
Method: DFT, the ωB97M-V functional and the def2-TZVPD basis

**Gap between HOMO and LUMO (alpha / beta)**: 7.70 / 7.69 eV
**Relative energy (zero: lowest compared OMol25 entry of this formula, charge and spin)**: 7.461 eV
**Net charge**: +1

CARTESIAN COORDINATES (ANGSTROEM)
C  1.143  -2.234  -0.351
C  2.359  -1.575  -0.170
C  -0.216  -1.687  -0.378
C  2.593  -0.221  0.111
C  1.791  0.776  0.351
C  -0.606  -0.410  -0.031
C  4.121  0.238  0.193
C  1.520  2.157  0.468
C  -2.834  -1.178  0.539
C  -2.542  0.347  -1.425
C  -2.302  1.123  0.824
N  -2.054  -0.007  -0.058
H  1.262  -3.201  -0.944
H  3.230  -2.185  -0.397
H  -1.074  -2.361  -0.783
H  4.165  1.377  0.423
H  4.667  -0.257  0.938
H  4.479  -0.144  -0.801
H  0.639  2.464  1.217
H  2.444  2.578  1.025
H  1.314  2.689  -0.540
H  -3.864  -0.917  0.424
H  -2.719  -2.056  -0.080
H  -2.395  -1.278  1.543
H  -2.987  -0.475  -1.996
H  -3.424  0.954  -1.036
H  -1.874  1.057  -1.916
H  -1.847  1.048  1.866
H  -1.705  1.883  0.271
H  -3.282  1.497  0.714

How is the electron density shared among the atoms? According to Mulliken, the charges in e are:
1. C -0.861
2. C -0.433
3. C -0.018
4. C 1.590
5. C 0.033
6. C -0.263
7. C -1.260
8. C -1.178
9. C -1.078
10. C -0.722
11. C -0.862
12. N 0.252
13. H 0.247
14. H 0.341
15. H 0.088
16. H 0.297
17. H 0.354
18. H 0.329
19. H 0.253
20. H 0.389
21. H 0.229
22. H 0.439
23. H 0.379
24. H 0.384
25. H 0.284
26. H 0.370
27. H 0.317
28. H 0.310
29. H 0.390
30. H 0.400

---

Molecular formula: C11H18N2
Method: DFT, the ωB97M-V functional and the def2-TZVPD basis

**Gap between HOMO and LUMO**: 8.65 eV
**Relative energy (zero: lowest compared OMol25 entry of this formula, charge and spin)**: 3.993 eV

CARTESIAN COORDINATES (ANGSTROEM)
C  -0.738  -1.803  -0.108
C  0.512  -0.545  -2.387
C  1.884  0.188  1.810
C  -0.853  -0.158  -1.849
C  1.582  0.148  -1.560
C  1.295  1.098  0.814
C  1.946  -0.854  0.698
C  -0.787  -0.407  -0.332
C  1.204  -0.010  -0.111
C  -2.243  -0.343  1.705
C  -1.935  1.519  0.105
N  -0.620  -2.878  0.235
N  -1.455  0.307  0.678
H  0.622  -1.646  -2.288
H  0.500  -0.376  -3.426
H  2.775  0.288  2.352
H  1.162  -0.196  2.422
H  -1.161  0.895  -2.078
H  -1.627  -0.830  -2.216
H  2.558  -0.257  -1.851
H  1.649  1.292  -1.752
H  0.339  1.568  1.142
H  1.959  1.845  0.596
H  2.999  -0.908  0.314
H  1.552  -1.902  0.973
H  -1.369  -0.937  2.205
H  -2.583  0.487  2.383
H  -3.026  -1.074  1.392
H  -2.069  2.166  1.056
H  -1.109  1.854  -0.466
H  -2.960  1.469  -0.456

How is the electron density shared among the atoms? According to Mulliken, the charges in e are:
1. C -0.299
2. C -0.783
3. C -0.734
4. C -0.995
5. C -0.717
6. C -1.016
7. C -0.696
8. C 0.681
9. C 1.278
10. C -0.909
11. C -1.256
12. N -0.635
13. N 0.246
14. H 0.350
15. H 0.560
16. H 0.406
17. H 0.184
18. H 0.433
19. H 0.364
20. H 0.345
21. H 0.286
22. H -0.011
23. H 0.479
24. H 0.276
25. H 0.153
26. H 0.312
27. H 0.307
28. H 0.249
29. H 0.428
30. H 0.501
31. H 0.214

---

Molecular formula: C11H18N2
Method: DFT, the ωB97M-V functional and the def2-TZVPD basis

**Gap between HOMO and LUMO**: 9.05 eV
**Relative energy (zero: lowest compared OMol25 entry of this formula, charge and spin)**: 1.253 eV
**SMILES**: CC(C)(C)Cc1cncn1C1CC1

CARTESIAN COORDINATES (ANGSTROEM)
N  -2.530  -2.010  -2.390
C  -1.306  -2.277  -2.769
C  -2.366  -0.933  -1.561
C  -1.017  -0.548  -1.455
N  -0.352  -1.476  -2.240
C  -0.989  -0.128  1.615
C  -2.183  1.709  0.471
C  0.015  2.046  1.425
C  -0.245  0.570  -0.662
C  2.005  -2.462  -1.986
C  1.542  -2.642  -3.375
C  1.082  -1.461  -2.562
C  -0.851  1.012  0.696
H  -1.144  -3.145  -3.361
H  -3.161  -0.335  -1.244
H  -0.028  -0.358  2.068
H  -1.816  0.101  2.354
H  -1.311  -1.025  1.076
H  -2.412  2.453  1.247
H  -2.083  2.320  -0.517
H  -2.900  0.919  0.316
H  0.092  2.952  0.753
H  1.014  1.708  1.715
H  -0.390  2.324  2.390
H  -0.256  1.375  -1.426
H  0.832  0.320  -0.439
H  1.589  -3.162  -1.241
H  3.070  -2.329  -1.828
H  0.940  -3.567  -3.469
H  2.228  -2.516  -4.123
H  1.503  -0.557  -2.995

How is the electron density shared among the atoms? According to Mulliken, the charges in e are:
1. N -0.692
2. C -0.092
3. C -0.339
4. C 0.045
5. N 0.231
6. C -1.743
7. C -1.702
8. C -1.947
9. C -0.954
10. C -0.344
11. C -0.807
12. C -0.150
13. C 2.081
14. H 0.319
15. H 0.429
16. H 0.372
17. H 0.370
18. H 0.389
19. H 0.430
20. H 0.289
21. H 0.394
22. H 0.355
23. H 0.426
24. H 0.493
25. H 0.442
26. H 0.373
27. H 0.236
28. H 0.266
29. H 0.172
30. H 0.326
31. H 0.330

---

Molecular formula: C11H18N2O2P2
Method: DFT, the ωB97M-V functional and the def2-TZVPD basis

**Gap between HOMO and LUMO**: 8.87 eV
**SMILES**: CP(C)[C@H]1NC(=O)C[C@H]1[PH2]=O.c1ccncc1

CARTESIAN COORDINATES (ANGSTROEM)
C  -1.255  -2.122  -0.412
P  -0.830  -0.622  -1.377
C  -1.297  -0.879  -3.134
C  0.983  -0.292  -1.256
N  1.217  0.389  0.016
C  2.220  -0.331  0.765
O  2.911  0.161  1.633
C  2.189  -1.777  0.265
C  2.005  -1.478  -1.201
P  1.903  -2.881  -2.342
O  2.544  -4.093  -1.780
H  -0.439  -2.819  -0.248
H  -1.671  -1.843  0.546
H  -2.026  -2.675  -0.940
H  -1.488  -1.913  -3.408
H  -0.532  -0.496  -3.802
H  -2.200  -0.324  -3.343
H  1.302  0.307  -2.102
H  0.397  0.411  0.615
H  3.038  -2.396  0.493
H  1.267  -2.140  0.708
H  2.945  -1.009  -1.510
H  0.563  -3.073  -2.736
H  2.605  -2.452  -3.487
N  -1.406  1.888  1.536
C  -0.742  1.886  2.691
C  -0.779  2.928  3.604
C  -1.548  4.039  3.299
C  -2.244  4.059  2.102
C  -2.140  2.961  1.261
H  -0.144  1.003  2.896
H  -0.218  2.869  4.526
H  -1.603  4.875  3.984
H  -2.855  4.906  1.824
H  -2.670  2.935  0.315

How is the electron density shared among the atoms? According to Mulliken, the charges in e are:
1. C -1.193
2. P 0.326
3. C -1.163
4. C -0.016
5. N -0.276
6. C 0.275
7. O -0.567
8. C -0.499
9. C -0.477
10. P 0.435
11. O -0.667
12. H 0.396
13. H 0.282
14. H 0.398
15. H 0.386
16. H 0.352
17. H 0.367
18. H 0.318
19. H 0.021
20. H 0.417
21. H 0.202
22. H 0.634
23. H -0.049
24. H 0.069
25. N -0.233
26. C 0.147
27. C -0.804
28. C -0.071
29. C -0.638
30. C -0.135
31. H 0.333
32. H 0.346
33. H 0.371
34. H 0.350
35. H 0.363